Formula: C44H16BF8N12Rh
Source: the Open Molecules 2025 dataset
Level of theory: ωB97M-V with the def2-TZVPD basis set

The value obtained for the energy is -3277.859719 hartree. For the highest occupied orbital energy, the calculation gives -8.37 eV. As for the spin multiplicity: 1. Its relative energy (zero: lowest compared OMol25 entry of this formula, charge and spin) is 116.5 kJ/mol. As for the net charge: 0.

XYZ file:
```
82
Properties=species:S:1:pos:R:3:forces:R:3:mulliken_charge:R:1
Rh 0.7176 -0.3738 -0.4426 0.164 0.166 0.018 -0.1286
C -2.1416 -6.2095 -1.2670 0.011 0.018 0.013 -0.6474
C -1.5780 -6.4805 -0.0213 -0.008 -0.002 -0.016 -0.7024
C -0.8871 -5.5009 0.6823 0.018 -0.003 0.033 -0.1079
C -0.7881 -4.2571 0.0904 -0.002 0.004 0.009 0.2323
C -0.1272 -3.0229 0.5297 -0.079 0.055 -0.022 0.1785
N -0.2973 -2.0664 -0.3484 0.074 -0.121 0.004 0.0663
C -1.0402 -2.5768 -1.4542 -0.031 0.080 -0.149 -0.5142
N -1.3728 -1.9610 -2.5015 -0.034 -0.100 0.080 -0.5242
C -1.0215 -0.5979 -2.7277 -0.095 0.132 -0.093 0.7235
C -1.8380 0.0340 -3.8246 0.025 -0.012 -0.006 0.2509
C -2.8760 -0.6798 -4.4162 0.006 -0.034 -0.010 -0.5864
C -3.7009 -0.1032 -5.3699 0.006 0.021 -0.004 -0.8194
C -3.4963 1.2069 -5.7671 0.009 -0.022 0.016 -0.9445
C -2.4580 1.9271 -5.2017 -0.014 0.005 -0.018 -0.4064
C -1.6388 1.3645 -4.2321 0.111 -0.042 0.007 -0.7778
C -0.5825 2.2325 -3.6667 -0.112 0.153 0.026 0.0186
N 0.8135 2.7735 -2.1329 0.208 -0.317 -0.005 0.9172
C 1.6037 2.5662 -1.0300 -0.182 0.252 -0.002 -0.5103
N 1.8301 1.4344 -0.4094 0.332 -0.052 -0.037 0.4179
C 2.6660 1.7551 0.7071 -0.018 -0.047 0.048 -0.0021
N 2.9414 1.0783 1.7544 -0.029 0.059 0.012 -0.4048
C 2.4523 -0.1552 2.0436 0.192 -0.052 0.053 0.1297
N 1.5997 -0.8573 1.3536 -0.226 0.066 0.213 0.4606
C 1.3161 -2.0309 2.0623 -0.048 -0.127 0.010 -0.1332
N 0.5375 -2.9845 1.7212 -0.005 -0.074 0.036 -0.4382
C 2.0954 -2.0159 3.3156 -0.022 0.026 -0.068 -0.0418
C 2.2003 -2.9135 4.3499 0.005 -0.037 0.041 -0.1807
C 3.0714 -2.5806 5.3902 -0.004 0.019 -0.025 -0.7395
C 3.7987 -1.3965 5.3722 -0.012 -0.012 -0.004 -0.7854
C 3.6854 -0.4946 4.3128 0.037 0.020 0.009 0.0072
C 2.8240 -0.8360 3.2965 0.040 0.044 -0.052 0.0377
C 3.0710 3.1687 0.6067 -0.060 -0.073 0.006 -0.5697
C 3.9194 3.9448 1.3586 0.044 0.032 0.024 -0.2552
C 4.0125 5.2946 1.0089 -0.011 -0.026 0.008 -0.7115
C 3.2765 5.8236 -0.0450 0.001 -0.008 -0.015 -0.9719
C 2.4226 5.0202 -0.8024 -0.003 0.037 -0.028 0.2392
C 2.3420 3.6940 -0.4430 -0.121 -0.022 0.030 0.6124
N -0.1673 0.0930 -2.1173 -0.028 -0.136 -0.134 0.6790
C -1.3468 -3.9870 -1.1506 0.016 0.035 0.068 0.1116
C -2.0357 -4.9511 -1.8534 -0.017 -0.025 -0.022 -0.2857
H -2.6701 -6.9967 -1.7884 0.002 0.002 -0.001 0.4155
H -1.6783 -7.4718 0.3999 -0.002 0.003 0.002 0.4118
H -0.4412 -5.6974 1.6477 -0.003 0.001 -0.010 0.5728
H -3.0354 -1.7044 -4.1157 -0.003 0.007 0.007 0.5855
H -4.5050 -0.6839 -5.8026 0.001 0.002 0.003 0.4105
H -4.1348 1.6661 -6.5095 0.002 -0.004 -0.003 0.4287
H -2.2797 2.9503 -5.5117 0.000 -0.006 0.005 0.4761
H 1.6357 -3.8358 4.3529 0.003 0.007 0.002 0.5827
H 3.1858 -3.2579 6.2259 -0.001 -0.002 -0.001 0.4140
H 4.4666 -1.1733 6.1933 -0.001 0.000 -0.001 0.4192
H 4.2510 0.4266 4.2851 -0.003 -0.006 0.002 0.5996
H 4.4909 3.5262 2.1756 -0.002 0.002 -0.008 0.6195
H 4.6727 5.9443 1.5678 -0.001 -0.005 0.002 0.4105
H 3.3744 6.8736 -0.2855 -0.006 -0.003 -0.003 0.4568
H 1.8537 5.4178 -1.6331 0.009 0.012 0.010 0.6011
H -2.4671 -4.7357 -2.8215 0.003 -0.001 0.006 0.5476
F 1.7793 1.1759 -3.6310 0.021 0.018 -0.022 -0.4202
C 0.8673 2.0996 -3.3985 0.016 -0.028 0.036 -0.0538
C 0.3934 3.0324 -4.5187 -0.058 -0.092 -0.047 0.7904
F 0.5950 2.4524 -5.7325 -0.003 0.029 -0.010 -0.4749
C 0.4306 4.5169 -4.5464 -0.007 0.008 0.058 -0.0699
C -0.4046 5.1623 -3.5474 0.009 -0.013 -0.024 0.3694
C -0.9202 4.4872 -2.5184 -0.008 -0.058 0.058 -0.1719
F -1.6147 5.1296 -1.5915 -0.006 0.012 -0.020 -0.3607
C -0.6639 3.0179 -2.2946 -0.074 0.189 -0.088 2.8125
C -1.6201 2.4125 -1.2915 -0.078 0.166 -0.160 -0.0898
C -1.1631 1.6017 -0.3230 0.021 -0.063 0.072 0.3681
N -0.6039 0.9069 0.4599 -0.101 -0.024 0.073 -0.6051
C -2.9941 2.4429 -1.6536 0.056 -0.135 0.064 -0.3347
N -4.0968 2.4831 -1.9880 0.001 0.068 0.042 -0.7214
F -0.5935 6.4799 -3.6323 0.001 -0.001 -0.017 -0.3922
C 1.1877 5.2012 -5.4350 0.086 0.031 -0.017 1.1688
C 1.2575 6.6377 -5.4934 -0.073 -0.043 -0.054 -0.3149
N 1.3534 7.7770 -5.6015 0.045 -0.016 0.034 -0.5838
C 2.0658 4.5524 -6.3724 -0.010 0.008 0.049 -0.0422
N 2.8203 4.0971 -7.1084 -0.018 0.018 -0.006 -0.5713
F 3.1179 -2.9141 0.1129 0.019 0.050 -0.003 -0.3712
B 3.4754 -1.9299 -0.8013 -0.219 0.051 -0.073 0.2733
F 4.2609 -2.3740 -1.8139 0.031 -0.014 0.001 -0.2984
F 3.9689 -0.7974 -0.1573 0.093 -0.029 -0.065 -0.3619
F 2.1651 -1.4830 -1.4412 0.119 -0.025 0.052 -0.3897
```
Forces are in eV/Å.

Formula: C44H33Cl2CrIN9O4
Source: the Open Molecules 2025 dataset
Level of theory: ωB97M-V with the def2-TZVPD basis set

The value obtained for the energy is -4752.944158 hartree. For the highest occupied orbital energy (alpha / beta), the calculation gives -8.15 / -8.14 eV. As for the spin multiplicity: 4. Its relative energy (zero: lowest compared OMol25 entry of this formula, charge and spin) is 25.0 kJ/mol. As for the net charge: 0.

XYZ file:
```
94
Properties=species:S:1:pos:R:3:forces:R:3:mulliken_charge:R:1
Cr -1.2933 -0.4904 -0.3025 -0.158 0.369 0.065 0.2324
O -0.2886 -2.1885 4.7106 -0.030 0.018 0.041 -0.6779
C -1.5811 -1.8173 4.7188 0.054 -0.091 0.089 0.5477
C -2.2112 -1.7241 5.9623 0.045 -0.016 -0.044 -0.6702
C -3.5380 -1.3605 6.0481 0.010 -0.020 0.035 -0.3186
C -4.2763 -1.0794 4.9000 -0.002 0.034 -0.026 -0.8992
C -3.6582 -1.1606 3.6715 -0.029 0.002 -0.045 -0.6776
C -2.3142 -1.5298 3.5556 0.010 0.114 -0.070 0.3775
C -1.7016 -1.5400 2.2201 -0.125 -0.200 0.037 0.7570
O -2.3942 -1.1864 1.2031 0.010 -0.032 -0.108 -0.4494
N -0.4431 -1.9642 2.1096 0.207 0.020 0.036 -1.2746
N -0.0965 -1.8354 0.8157 0.056 0.162 -0.009 1.6434
C 0.7703 -2.5672 0.2347 -0.047 -0.045 0.172 -1.6387
C 0.6326 -2.5835 -1.2200 -0.006 -0.064 -0.206 1.1279
C 1.4748 -3.2890 -2.0648 -0.126 0.077 0.028 -1.1603
C 1.1438 -3.3708 -3.4095 0.001 0.014 -0.030 -0.6779
C -0.0020 -2.7440 -3.8670 -0.044 0.035 0.038 -1.0662
C -0.7873 -2.0387 -2.9633 0.125 -0.087 -0.025 -0.1984
N -0.4798 -1.9639 -1.6730 0.001 -0.032 -0.072 1.1678
H 0.0077 -2.2301 3.7721 0.015 0.049 -0.008 0.6762
H -1.6281 -1.9497 6.8447 0.007 0.002 0.014 0.4542
H -4.0070 -1.2967 7.0222 0.000 0.006 -0.006 0.3848
H -5.3155 -0.7903 4.9717 -0.006 -0.008 -0.002 0.4343
H -4.1963 -0.9349 2.7611 -0.003 0.009 -0.011 0.4949
H 1.4047 -3.2750 0.7602 -0.034 0.002 0.033 0.3959
H 2.3547 -3.7774 -1.6707 0.016 -0.003 0.028 0.5745
H 1.7767 -3.9246 -4.0901 0.006 -0.011 -0.020 0.4531
H -0.3019 -2.7991 -4.9034 -0.003 -0.015 -0.011 0.5811
H -1.6910 -1.5271 -3.2626 -0.029 0.007 -0.027 0.4774
N -3.6826 0.1504 -2.3410 0.012 0.069 -0.101 -0.6342
C -2.8445 -0.0379 -1.5681 0.015 -0.148 0.042 -0.6860
I -2.0807 -5.0488 -0.1887 0.059 -0.046 0.073 0.0057
C -3.7576 -4.3938 -1.2683 0.021 -0.032 -0.100 0.2390
C -4.9651 -5.0533 -1.0900 -0.009 -0.008 0.048 -0.7515
C -6.0507 -4.5906 -1.8128 0.005 0.013 -0.034 -0.1398
C -5.8823 -3.5098 -2.6651 0.012 -0.015 0.003 -0.9164
C -4.6261 -2.9376 -2.7662 -0.065 0.068 0.044 -0.0212
N -3.5697 -3.3792 -2.0806 0.041 0.018 0.030 -0.0299
H -5.0457 -5.8893 -0.4116 -0.005 0.005 0.019 0.3711
H -7.0161 -5.0678 -1.7081 -0.011 -0.003 0.011 0.3888
H -6.7077 -3.1088 -3.2352 -0.012 0.005 -0.013 0.3925
H -4.4564 -2.0669 -3.3858 0.000 0.010 -0.038 0.4136
Cl 0.4341 2.7769 5.7677 -0.020 -0.002 0.034 -0.2341
C 1.5219 2.0069 4.6430 0.045 0.067 0.002 0.8786
C 1.8719 0.6919 4.8685 -0.021 -0.058 -0.054 -0.7303
C 2.7289 0.0545 3.9866 -0.001 0.020 0.058 -0.4884
C 3.2427 0.7563 2.9132 -0.016 0.090 -0.041 -0.7879
C 2.8842 2.0768 2.7098 0.009 0.021 0.023 1.2188
Cl 3.6011 2.9139 1.3642 -0.023 0.024 0.036 -0.1708
C 1.9883 2.7471 3.5476 -0.001 -0.096 0.020 -1.1186
N 1.6130 4.0763 3.3556 -0.033 0.056 -0.015 -0.1045
C 1.0496 4.5276 2.1107 -0.023 -0.085 -0.140 -0.0782
C 1.6651 5.6052 1.4824 -0.008 -0.046 0.001 -0.3517
C 1.2007 6.0789 0.2696 0.017 0.034 -0.013 -0.5612
C 0.1145 5.4625 -0.3363 -0.016 0.010 -0.041 -0.7907
C -0.5146 4.4040 0.2928 -0.033 0.036 0.059 -0.6130
C -0.0799 3.9361 1.5329 0.165 0.076 0.033 0.3545
C -0.8531 2.8215 2.1907 -0.052 -0.067 0.114 -0.8588
C -0.6434 1.5289 1.4276 0.255 0.040 -0.095 0.7729
O 0.3828 0.8649 1.5734 -0.154 -0.014 0.008 0.1110
O -1.5709 1.2238 0.5861 -0.209 -0.104 0.167 -0.6704
H 1.4480 0.1702 5.7134 0.002 -0.041 0.032 0.3525
H 3.0033 -0.9783 4.1480 -0.013 -0.025 0.003 0.4362
H 3.9321 0.2935 2.2208 0.022 -0.021 -0.004 0.4136
H 1.1399 4.4593 4.1608 -0.017 -0.024 0.010 0.4269
H 2.5379 6.0379 1.9528 0.002 0.010 0.013 0.4605
H 1.6920 6.9158 -0.2086 0.009 0.012 -0.004 0.4014
H -0.2527 5.8182 -1.2904 0.003 0.003 -0.018 0.4495
H -1.3801 3.9339 -0.1608 -0.008 -0.003 -0.003 0.5208
H -1.9159 3.0641 2.2061 0.031 0.004 -0.067 0.5817
H -0.5260 2.6648 3.2137 -0.011 0.018 0.026 -0.0174
C 0.5818 2.2628 -3.1663 -0.001 0.005 0.008 -1.3966
C -0.3228 1.5382 -2.4114 -0.063 0.057 -0.031 -0.8643
N 0.0729 0.7119 -1.4409 0.122 -0.323 0.074 2.0054
C 1.3775 0.5946 -1.1782 0.070 0.177 -0.120 -0.1228
C 2.3557 1.2418 -1.9238 -0.205 -0.088 0.064 -0.5266
C 1.9351 2.1008 -2.9342 -0.015 -0.026 0.053 0.2320
C 3.7801 0.9842 -1.6442 0.178 -0.032 -0.082 -0.7114
C 4.6745 0.5920 -2.5512 -0.097 0.063 0.111 -0.5952
C 4.3801 0.2558 -3.9581 -0.037 -0.107 -0.064 0.0390
C 3.2656 -0.4960 -4.3288 0.078 0.046 -0.072 0.4789
C 3.1145 -0.7701 -5.6745 0.010 -0.011 0.079 -0.3733
N 3.9820 -0.3512 -6.5929 -0.063 -0.033 -0.071 -0.6130
C 5.0153 0.3410 -6.1327 0.070 0.029 -0.069 -0.1722
N 5.2684 0.6598 -4.8703 -0.008 0.007 0.123 -0.5683
H 0.2211 2.9343 -3.9317 -0.013 0.004 -0.019 0.5468
H -1.3904 1.6043 -2.5749 0.022 0.026 -0.009 0.5246
H 1.6427 -0.0393 -0.3423 0.028 -0.006 -0.005 0.4157
H 2.6678 2.6328 -3.5270 0.019 0.026 0.002 0.6076
H 4.1047 1.1572 -0.6254 0.022 0.004 0.013 0.1355
H 5.7171 0.5122 -2.2687 0.023 0.004 -0.011 0.4285
H 2.5572 -0.8574 -3.5979 -0.011 0.008 0.010 0.1418
H 2.2717 -1.3520 -6.0326 -0.012 0.004 -0.004 0.4574
H 5.7372 0.6806 -6.8673 -0.006 -0.003 -0.001 0.4246
```
Forces are in eV/Å.

> Which formula does entry 2 have?

C44H33Cl2CrIN9O4